Record 1
DFT (ωB97M-V with the def2-TZVPD basis set) results for an isolated molecule of C2H6N4S.

energy relative to the best compared isomer or geometry (same formula, charge and spin): 199.36 kJ/mol
SMILES: [H]/N=C/N(S)/C(N)=N/[H]
2S+1: 1
HOMO level: -9.4 eV
Kohn-Sham gap: 9.97 eV

Cartesian coordinates (Å):
C (-0.32, 0.97, 0.01)
C (0.41, -1.44, -0.22)
H (1.65, 0.57, 0.82)
H (1.29, 2.16, 0.30)
H (-0.78, 2.62, -0.32)
H (-2.97, -0.65, -0.79)
H (-0.03, -2.44, -0.20)
H (2.22, -2.21, 0.05)
N (0.88, 1.34, 0.77)
N (-1.23, 1.66, -0.56)
N (-0.63, -0.45, -0.18)
N (1.74, -1.30, -0.09)
S (-2.24, -0.84, 0.43)

Record 2
DFT (ωB97M-V with the def2-TZVPD basis set) results for C15H30AsF6N3O8PZr as an isolated structure.

energy relative to the best compared isomer or geometry (same formula, charge and spin): 373.31 kJ/mol
2S+1: 2
charge: +2
HOMO level (spin up / spin down): -15.4 / -15.5 eV
Kohn-Sham gap (spin up / spin down): 8.57 / 6.31 eV

Cartesian coordinates (Å):
Zr (-0.31, -0.35, -0.17)
O (2.82, -0.50, -0.28)
C (3.58, 0.60, 0.19)
C (3.31, 1.87, -0.64)
N (2.02, 2.49, -0.43)
C (1.52, 2.69, 0.89)
C (0.56, 1.55, 1.40)
O (-0.44, 1.84, 2.02)
O (0.91, 0.34, 1.16)
C (1.28, 2.97, -1.52)
C (-0.04, 2.07, -1.81)
O (-0.39, 1.93, -2.94)
O (-0.53, 1.56, -0.75)
H (3.36, -1.00, -0.91)
H (3.29, 0.74, 1.24)
H (4.65, 0.38, 0.15)
H (4.09, 2.60, -0.38)
H (3.41, 1.64, -1.71)
H (2.34, 2.74, 1.61)
H (0.93, 3.61, 0.94)
H (0.85, 3.96, -1.33)
H (1.86, 2.98, -2.44)
C (-4.02, -5.10, -0.27)
C (-4.17, -4.02, 0.79)
O (-2.90, -3.44, 1.18)
P (-2.16, -2.50, 0.11)
O (-1.06, -3.46, -0.55)
C (-0.43, -4.58, 0.15)
C (0.29, -5.46, -0.85)
O (-0.99, -1.77, 1.23)
C (-1.36, -1.43, 2.59)
C (-0.77, -2.44, 3.57)
H (-5.01, -5.44, -0.58)
H (-3.48, -5.96, 0.12)
H (-3.50, -4.72, -1.14)
H (-4.59, -4.42, 1.71)
H (-4.82, -3.22, 0.41)
H (-1.22, -5.14, 0.67)
H (0.26, -4.17, 0.89)
H (-0.40, -5.80, -1.62)
H (0.70, -6.32, -0.33)
H (1.11, -4.91, -1.32)
H (-2.45, -1.42, 2.68)
H (-0.97, -0.42, 2.79)
H (-1.19, -3.43, 3.40)
H (-1.00, -2.14, 4.59)
H (0.31, -2.48, 3.45)
F (1.13, -0.04, -2.01)
As (0.56, -1.68, -2.61)
F (0.85, -1.99, -0.75)
F (2.21, -2.16, -2.85)
F (-0.15, -3.18, -3.00)
F (0.36, -1.05, -4.17)
F (-1.09, -0.94, -2.02)
C (-5.22, 2.23, 1.02)
N (-3.81, 2.13, 1.34)
C (-3.27, 3.13, 2.25)
C (-3.05, 1.23, 0.86)
N (-2.38, 0.37, 0.44)
H (-5.43, 3.22, 0.60)
H (-5.79, 2.11, 1.94)
H (-5.52, 1.47, 0.30)
H (-3.41, 4.12, 1.83)
H (-2.22, 2.95, 2.43)
H (-3.81, 3.08, 3.20)

Record 3
DFT (ωB97M-V with the def2-TZVPD basis set) results for a 4-piece molecular cluster, C4H13NO3 overall.

energy relative to the best compared isomer or geometry (same formula, charge and spin): 587.10 kJ/mol
2S+1: 1
HOMO level: -8.3 eV
Kohn-Sham gap: 6.66 eV

Cartesian coordinates (Å):
C (1.87, 0.89, 0.09)
N (1.20, -0.39, 0.19)
C (2.13, -1.46, 0.10)
C (-0.13, -0.62, 0.11)
C (-0.84, -0.02, -1.04)
O (-1.99, -0.43, -1.30)
H (1.45, 1.66, 0.70)
H (2.95, 0.75, 0.12)
H (1.72, 1.20, -0.97)
H (3.15, -1.33, 0.48)
H (2.22, -1.83, -0.93)
H (1.77, -2.37, 0.64)
H (-0.50, -1.61, 0.38)
H (0.44, -0.31, -2.07)
H (-0.54, 1.02, -1.22)
H (-3.12, -0.19, 0.03)
H (-4.36, 0.57, 0.48)
O (-3.58, 0.14, 0.83)
H (-0.64, 0.99, 1.03)
H (-2.07, 1.54, 1.16)
O (-1.13, 1.81, 1.21)

Record 4
DFT (ωB97M-V with the def2-TZVPD basis set) results for a 8-piece molecular cluster, C10H36N6O8 overall.

energy relative to the best compared isomer or geometry (same formula, charge and spin): 86.92 kJ/mol
SMILES: NC(N)=O.NC(N)=O.NC(N)=O.CCO.CCO.CO.CO.CO
2S+1: 1
HOMO level: -8.0 eV
Kohn-Sham gap: 7.61 eV

Cartesian coordinates (Å):
C (2.62, -0.51, -4.16)
C (1.71, 0.72, -3.87)
O (0.98, 0.55, -2.66)
H (2.00, -1.38, -4.34)
H (3.36, -0.76, -3.46)
H (3.20, -0.19, -5.04)
H (0.96, 0.83, -4.69)
H (2.34, 1.56, -3.89)
H (1.13, 1.38, -2.21)
C (-3.28, -0.88, -4.81)
C (-2.34, -0.72, -3.65)
O (-3.09, -0.22, -2.61)
H (-4.14, -1.57, -4.60)
H (-2.71, -1.49, -5.54)
H (-3.65, 0.14, -5.06)
H (-1.63, 0.09, -3.88)
H (-1.77, -1.58, -3.30)
H (-2.54, 0.35, -2.05)
C (2.17, 0.59, 3.57)
O (2.52, -0.15, 4.74)
N (3.09, 1.23, 2.90)
N (1.02, 0.70, 3.07)
H (3.99, 1.32, 3.36)
H (3.20, 1.24, 1.85)
H (0.25, 0.25, 3.57)
H (0.81, 1.43, 2.41)
C (-3.10, -1.46, 1.82)
O (-2.08, -2.20, 2.48)
N (-4.30, -1.23, 2.29)
N (-2.99, -0.79, 0.73)
H (-4.58, -1.69, 3.16)
H (-5.02, -0.78, 1.81)
H (-2.15, -0.86, 0.13)
H (-3.82, -0.48, 0.28)
C (-0.61, -1.23, 5.70)
O (-1.92, -1.34, 6.07)
N (-0.14, -1.46, 4.51)
N (0.36, -0.86, 6.46)
H (-0.81, -1.94, 3.83)
H (0.85, -1.51, 4.35)
H (0.10, -0.60, 7.42)
H (1.36, -0.80, 6.24)
C (3.94, 0.94, -1.13)
O (3.78, 1.40, 0.17)
H (4.86, 0.37, -1.20)
H (4.03, 1.79, -1.78)
H (3.04, 0.34, -1.38)
H (4.30, 2.23, 0.22)
C (0.62, -1.00, 0.30)
O (-0.40, -1.05, -0.72)
H (0.06, -1.07, 1.18)
H (1.13, -0.04, 0.41)
H (1.35, -1.81, 0.25)
H (0.06, -1.09, -1.58)
C (-1.52, 2.88, -1.31)
O (-1.58, 1.53, -1.13)
H (-2.49, 3.37, -1.35)
H (-1.06, 3.16, -2.25)
H (-0.74, 3.16, -0.63)
H (-0.70, 1.19, -0.98)

Record 5
DFT (ωB97M-V with the def2-TZVPD basis set) results for a 5-piece molecular cluster, C27H40B3BrO16 overall.

SMILES: OCCB1OB(CCCBr)OB(c2ccccc2)O1.C[C@@H]1COC(=O)O1.C[C@@H]1COC(=O)O1.C[C@@H]1COC(=O)O1.C[C@@H]1COC(=O)O1
2S+1: 1
HOMO level: -8.7 eV
Kohn-Sham gap: 8.35 eV

Cartesian coordinates (Å):
O (-0.22, -8.18, -4.43)
C (-1.17, -7.08, -4.76)
C (-0.47, -5.89, -5.65)
B (0.05, -4.59, -4.73)
O (0.87, -3.59, -5.49)
B (1.97, -3.05, -4.67)
C (3.05, -1.90, -5.17)
C (4.51, -2.16, -4.48)
C (5.48, -0.90, -4.90)
Br (7.37, -1.05, -4.21)
O (2.05, -3.57, -3.26)
B (0.62, -3.39, -2.82)
C (0.28, -2.03, -1.97)
C (1.14, -1.50, -0.66)
C (0.67, -0.06, 0.03)
C (-0.58, 0.84, -0.54)
C (-1.44, 0.30, -1.84)
C (-1.00, -1.12, -2.54)
O (-0.32, -4.43, -3.28)
H (0.62, -8.08, -4.97)
H (-1.63, -6.69, -3.76)
H (-2.04, -7.59, -5.38)
H (0.49, -6.27, -6.25)
H (-1.22, -5.52, -6.50)
H (2.66, -0.85, -4.75)
H (3.07, -1.77, -6.35)
H (4.94, -3.22, -4.77)
H (4.39, -2.15, -3.32)
H (5.04, 0.16, -4.59)
H (5.51, -0.89, -6.09)
H (2.07, -2.11, -0.25)
H (1.25, 0.39, 0.97)
H (-0.91, 1.89, -0.09)
H (-2.34, 0.88, -2.32)
H (-1.62, -1.51, -3.48)
C (-3.86, -0.58, 3.40)
C (-3.86, 0.92, 3.16)
C (-4.74, 1.33, 2.02)
O (-4.13, 2.53, 1.58)
C (-2.80, 2.41, 1.89)
O (-1.92, 3.13, 1.45)
O (-2.58, 1.36, 2.73)
H (-4.85, -0.94, 3.70)
H (-3.54, -1.12, 2.51)
H (-3.14, -0.84, 4.19)
H (-4.11, 1.45, 4.09)
H (-5.77, 1.52, 2.34)
H (-4.75, 0.62, 1.19)
C (-1.72, 3.92, 6.45)
C (-2.95, 4.57, 5.84)
C (-3.66, 5.50, 6.77)
O (-4.99, 5.45, 6.30)
C (-5.15, 4.21, 5.74)
O (-6.23, 3.72, 5.45)
O (-3.95, 3.59, 5.57)
H (-0.96, 4.67, 6.69)
H (-1.97, 3.37, 7.36)
H (-1.29, 3.19, 5.75)
H (-2.69, 5.06, 4.89)
H (-3.27, 6.52, 6.72)
H (-3.65, 5.17, 7.82)
C (0.20, 4.97, 11.92)
C (-0.33, 5.78, 10.75)
C (-1.47, 5.12, 10.04)
O (-1.36, 5.65, 8.73)
C (-0.03, 5.93, 8.54)
O (0.48, 6.18, 7.46)
O (0.65, 5.89, 9.73)
H (-0.55, 4.86, 12.70)
H (0.53, 3.98, 11.59)
H (1.08, 5.46, 12.35)
H (-0.59, 6.80, 11.08)
H (-2.44, 5.37, 10.47)
H (-1.37, 4.03, 9.98)
C (2.67, -2.80, -9.85)
C (4.06, -3.38, -10.02)
C (4.41, -4.40, -8.97)
O (5.82, -4.30, -8.92)
C (6.13, -3.02, -9.28)
O (7.22, -2.50, -9.12)
O (5.05, -2.39, -9.82)
H (1.90, -3.56, -9.96)
H (2.56, -2.33, -8.87)
H (2.50, -2.01, -10.59)
H (4.18, -3.79, -11.03)
H (4.10, -5.41, -9.24)
H (4.01, -4.15, -7.98)

Record 6
DFT (ωB97M-V with the def2-TZVPD basis set) results for a 2-piece molecular cluster, C6H9BrClNO overall.

energy relative to the best compared isomer or geometry (same formula, charge and spin): 122.58 kJ/mol
2S+1: 1
HOMO level: -9.5 eV
Kohn-Sham gap: 9.85 eV

Cartesian coordinates (Å):
C (1.07, 0.60, 1.97)
C (-0.68, 1.79, -0.36)
C (-0.85, -1.63, -0.75)
C (0.04, -0.33, 1.59)
C (0.23, 0.70, -0.97)
C (0.27, -0.69, -0.44)
N (1.96, 1.32, 2.23)
O (1.43, -1.28, -0.48)
Cl (-0.16, 0.67, -2.77)
Br (0.28, -2.07, 2.42)
H (-0.64, 2.80, -0.84)
H (-1.78, 1.53, -0.35)
H (-0.23, 1.91, 0.66)
H (-1.88, -1.15, -0.97)
H (-0.48, -2.42, -1.34)
H (-1.12, -2.27, 0.12)
H (-0.97, 0.10, 1.98)
H (1.30, 1.02, -1.02)
H (2.21, -0.59, -0.67)

Record 7
DFT (ωB97M-V with the def2-TZVPD basis set) results for a 2-piece molecular cluster, C6H11PS2 overall.

2S+1: 3
HOMO level (spin up / spin down): -6.5 / -8.9 eV
Kohn-Sham gap (spin up / spin down): 7.15 / 6.60 eV

Cartesian coordinates (Å):
C (-2.89, 0.43, -0.96)
C (3.32, -1.49, -0.08)
C (-2.56, 0.30, 0.34)
C (2.05, -1.27, -0.37)
C (-1.82, 1.09, 1.22)
C (1.15, -0.81, 0.71)
P (0.59, 0.84, 0.10)
S (2.06, 2.11, 0.18)
S (-0.16, 0.52, -1.92)
H (-3.52, -0.34, -1.31)
H (-2.56, 1.30, -1.53)
H (4.11, -1.84, -0.79)
H (3.77, -1.24, 0.96)
H (-2.83, -0.64, 0.97)
H (1.51, -1.48, -1.41)
H (-1.55, 0.74, 2.24)
H (-1.94, 2.13, 1.08)
H (1.62, -0.58, 1.60)
H (0.39, -1.55, 0.74)
H (-0.73, 1.76, -1.77)

Calculated values (eV) of total energy for the records, taken in order: -18964.979, -124595.390, -11986.386, -36271.462, -133476.649, -92467.992, -37354.831.